This record from the Open Molecules 2025 dataset describes a 12-piece molecular cluster, H24O12 overall in a non-equilibrium geometry. The level of theory is the ωB97M-V functional and the def2-TZVPD basis.

```
36
H24O12 | the Open Molecules 2025 dataset | the ωB97M-V functional and the def2-TZVPD basis
O 2.662 -0.522 2.916
O -3.368 -0.886 -0.011
O 0.290 -0.465 -0.330
O 1.318 3.431 1.722
O -1.030 -0.063 3.030
O 3.210 -1.640 -1.477
O 1.270 -2.480 -0.325
O 2.854 0.881 -2.439
O 4.287 0.026 -0.559
O -3.909 -2.780 0.112
O -4.176 1.423 -1.815
O -1.673 3.258 -0.647
H -0.546 -0.802 -0.670
H -4.120 2.214 -1.268
H -3.224 -0.903 -0.964
H -1.245 2.414 -0.462
H -4.741 -2.299 0.178
H -3.690 1.655 -2.614
H 3.372 -1.502 -0.537
H -1.770 0.260 2.504
H -2.598 3.106 -0.423
H 4.194 0.976 -0.697
H 5.163 -0.177 -0.906
H 2.282 -1.409 -1.592
H 0.970 -2.716 0.560
H 0.066 0.403 0.026
H 2.015 0.415 -2.526
H 0.954 2.627 2.108
H -4.214 -0.435 0.091
H 1.928 -0.005 3.265
H -3.964 -3.441 0.811
H -1.329 -0.919 3.355
H 3.058 0.051 2.250
H 3.518 0.190 -2.544
H 0.861 -3.141 -0.895
H 1.327 3.253 0.774
```

Results
Multiplicity: 1
LUMO energy (Eh): -0.013
ΔE to the lowest compared entry with this formula, charge and spin (kcal/mol): 143.40
Structure (SMILES): O.O.O.O.O.O.O.O.O.O.O.O
Gap between HOMO and LUMO (eV): 8.70